Entry 1:
Computed, not measured: 8 unconnected molecules or ions with the total composition C30H43N8O13, with ωB97M-V/def2-TZVPD.

```
94
Properties=species:S:1:pos:R:3:forces:R:3
N 0.40941 0.37704 0.04839 -5.7 0.3 1.6
O 0.01741 -0.79296 0.32439 1.9 -0.7 -0.2
O -0.42159 1.02304 -0.66261 1.6 0.3 -1.2
O 1.18941 0.98904 0.76839 2.2 0.0 -0.2
C -4.81159 2.35104 -2.16261 2.5 -8.5 -5.7
C -5.75559 1.47904 -2.99261 2.4 -0.5 0.4
C -5.26959 0.25804 -3.75661 1.7 2.5 0.5
C -3.72559 -0.06796 -3.79061 -3.9 4.2 3.5
C -2.84259 0.78304 -2.83061 -7.1 0.3 -2.2
C -3.42459 1.95204 -2.08761 -0.8 -1.8 -2.8
N -3.25459 -1.24596 -4.50061 0.0 -2.4 0.7
O -4.02059 -2.08896 -5.04161 0.9 2.6 0.9
O -2.05859 -1.47196 -4.35561 -0.3 0.4 -0.5
H -5.14059 3.02904 -1.55861 -2.1 4.3 3.2
H -6.85659 1.81604 -2.96861 1.9 -1.0 -0.3
H -6.05159 -0.26296 -4.41661 1.7 0.6 1.2
H -1.94159 0.36204 -2.65861 3.2 -0.5 0.6
H -2.71259 2.62504 -1.63861 0.1 -0.3 0.7
C 2.60241 -1.46196 4.36439 -4.5 -2.3 -2.2
C 1.55541 -1.50096 3.24539 0.3 -6.0 3.6
C 0.65541 -2.79096 3.23839 0.0 4.0 2.3
C 0.45041 -3.57396 4.56539 5.5 4.0 -2.1
C 1.55941 -3.50696 5.54939 0.7 5.2 -5.0
C 2.66941 -2.41796 5.40139 -1.9 0.3 -1.6
N -0.64159 -4.41196 4.63539 -2.5 -7.7 1.3
O -0.57059 -5.45196 5.50839 0.1 4.6 -2.5
O -1.55759 -4.46096 3.79239 2.1 1.5 1.6
H 3.28641 -0.67996 4.42439 1.0 1.4 -0.3
H 1.52841 -0.85496 2.39839 0.0 0.4 -0.5
H -0.12359 -2.80596 2.38139 1.4 -0.4 1.7
H 1.75141 -4.08996 6.33039 -0.3 -2.7 3.1
H 3.61141 -2.02596 5.95539 -1.9 -2.3 0.4
C -4.27359 -1.08396 0.17739 1.2 -4.4 0.6
C -3.30159 -2.23796 0.29539 -7.8 -1.5 1.1
C -3.99059 -3.59296 0.62039 -1.9 6.7 -1.2
C -5.40259 -3.79096 0.78239 -0.5 3.8 -1.1
C -6.29259 -2.60796 0.65739 1.9 1.6 0.6
C -5.66159 -1.20696 0.35239 0.7 -5.2 1.0
N -6.00559 -5.11396 1.19939 -2.7 1.1 1.9
O -7.28459 -5.23696 1.16539 3.6 0.4 -0.7
O -5.29759 -5.85196 1.85339 0.0 0.0 -1.1
H -3.88359 -0.13496 -0.00561 0.7 1.5 -0.2
H -2.26059 -2.13096 0.28139 1.3 0.1 -0.3
H -3.37859 -4.35296 0.57939 3.0 -4.2 0.3
H -7.37759 -2.65396 1.01939 1.8 -0.1 -1.0
H -6.15559 -0.27096 0.42139 -1.1 0.3 -0.1
C 3.73541 4.67604 -2.58361 4.9 3.4 0.4
O 4.90541 4.94104 -3.04861 -3.3 -1.2 0.6
N 3.04641 3.60604 -2.81961 -2.0 -2.7 -2.0
C 1.73941 3.24004 -2.14261 2.4 3.9 -0.9
C 3.60841 2.60804 -3.74761 -6.4 -0.5 -0.2
H 3.42241 5.44304 -1.81761 -0.8 -1.0 -0.6
H 1.18141 4.22604 -2.21561 0.8 -0.6 2.3
H 2.08541 2.63304 -1.33361 -1.3 0.1 1.2
H 1.05441 2.84204 -2.78461 -1.0 -2.6 -2.0
H 4.44141 2.26504 -3.45061 6.3 -2.3 2.9
H 3.80241 2.76704 -4.73961 0.2 2.2 -2.6
H 2.97141 1.68204 -3.91361 0.0 1.2 1.1
C 6.21641 2.78404 -0.32061 3.4 2.7 -1.3
O 7.35841 3.17204 -0.49261 1.3 0.0 -0.2
N 5.88641 1.97504 0.61239 -2.2 -2.2 1.9
C 4.49741 1.50204 0.59639 0.7 4.8 -0.2
C 6.81441 1.41204 1.58939 -3.8 -1.6 1.0
H 5.51541 3.29704 -0.90661 -2.1 0.1 -1.0
H 4.32841 0.66804 0.06339 -0.6 -2.6 -2.7
H 3.79041 2.37604 0.42139 0.9 -1.3 -0.5
H 4.23141 1.23604 1.52039 -0.8 -1.0 4.0
H 6.99141 0.35804 1.29839 0.5 0.6 0.5
H 6.20141 1.43804 2.56039 0.8 -0.6 -1.1
H 7.63641 1.97304 1.86839 1.9 1.2 -0.6
C 1.56941 -2.94896 -4.13361 2.0 -0.6 -3.3
O 2.28541 -3.75896 -4.73661 -1.1 -0.8 0.4
N 2.13841 -2.09296 -3.32061 1.9 -0.2 1.4
C 1.39341 -1.05096 -2.80961 -1.0 3.4 1.7
C 3.55441 -2.17496 -2.91861 -1.6 -1.1 -2.8
H 0.57141 -2.67196 -4.53461 -0.1 -0.4 0.8
H 0.68841 -1.44296 -2.09961 -0.8 0.2 0.4
H 0.79341 -0.57496 -3.69761 1.2 0.1 2.0
H 2.11741 -0.37896 -2.06561 -2.1 -1.1 -2.5
H 3.82541 -1.23296 -2.60261 0.7 2.1 0.7
H 4.06041 -2.41296 -3.85561 0.5 -0.4 0.4
H 3.70741 -2.86096 -2.13561 0.3 -1.2 0.8
C -2.38159 1.85404 1.96139 -0.5 1.5 0.1
O -3.43659 2.14004 1.41639 -0.1 0.2 0.6
N -1.81659 2.45204 3.03939 -2.1 -0.1 -1.0
C -0.61859 1.91904 3.55839 0.9 1.0 0.4
C -2.54159 3.48004 3.66739 -4.1 0.7 -0.4
H -1.70959 1.18304 1.55239 1.3 -2.1 -1.1
H 0.22341 2.42004 3.16639 1.2 0.3 -1.4
H -0.61459 0.90104 3.32239 0.6 -1.6 0.0
H -0.37859 2.13704 4.58039 -1.1 -0.4 1.1
H -1.87159 3.95304 4.32939 0.6 1.4 0.5
H -3.40559 3.08004 4.35539 1.4 0.5 -1.2
H -3.15459 4.15004 2.83839 2.0 -1.4 2.2
```
Forces are in eV/Å.

2S+1 = 1
energy relative to the best compared isomer or geometry (same formula, charge and spin) = 17.6 kcal per mole
LUMO energy = 0.16 eV
total charge = -1

Entry 2:
Computed, not measured: a molecular structure, C31H28ClNNaP2, with ωB97M-V/def2-TZVPD.

```
64
Properties=species:S:1:pos:R:3:forces:R:3
Na 0.87205 -0.97437 -0.63591 -0.3 -0.3 -0.3
C -1.91914 1.53381 -1.14702 0.2 0.0 0.1
P -1.66014 -0.06871 -0.25891 -0.5 -0.1 -0.1
C -2.80786 -1.27452 -1.04975 -0.1 0.1 -0.1
C -3.09390 -1.20855 -2.41769 -0.1 -0.1 0.1
C -3.81713 -2.21186 -3.05388 0.0 0.0 0.1
C -4.27076 -3.31259 -2.33977 0.0 0.1 0.0
C -3.97257 -3.40778 -0.98795 0.1 0.1 0.0
C -3.24261 -2.40916 -0.35483 0.0 -0.1 0.0
C -2.43654 0.36817 1.34514 0.1 0.1 0.0
C -3.65518 -0.07907 1.84185 -0.1 0.0 0.1
C -4.12878 0.37153 3.07129 0.0 0.0 -0.1
C -3.39786 1.28748 3.81274 0.0 0.0 -0.1
C -2.18790 1.75926 3.31498 0.0 0.0 0.0
C -1.70938 1.29887 2.09721 0.0 0.0 0.0
C -0.62410 2.31461 -1.16273 0.0 -0.1 0.1
C -0.50185 3.68809 -1.33339 0.1 -0.1 0.0
C 0.88865 3.94673 -1.35289 -0.1 -0.1 0.0
C 1.51310 2.71243 -1.18967 -0.1 0.1 0.1
C 3.01317 2.54643 -1.24885 -0.2 -0.1 0.0
P 3.92192 1.12741 -0.52453 0.0 0.0 0.1
C 3.21466 -0.34816 -1.36007 0.3 0.0 -0.2
C 3.63232 -1.61511 -0.93590 0.1 0.1 -0.1
C 3.32439 -2.75316 -1.66643 0.0 0.0 0.1
C 2.59684 -2.65216 -2.84068 0.0 0.1 0.0
C 2.16047 -1.40582 -3.27418 0.3 0.1 0.0
C 2.47161 -0.25857 -2.54731 0.3 -0.1 -0.1
C 3.31172 1.07016 1.21055 -0.1 0.0 0.0
C 4.15163 1.64429 2.16682 0.0 0.0 0.0
C 3.78043 1.70849 3.50534 0.0 0.0 -0.1
C 2.56887 1.16728 3.91405 0.1 0.0 0.0
C 1.72945 0.57509 2.98068 0.0 0.0 -0.1
C 2.09457 0.54332 1.64231 0.2 0.0 0.1
N 0.59792 1.70407 -1.05637 0.0 0.2 -0.2
H -2.69920 2.09527 -0.63649 -0.1 0.1 0.0
H -2.28836 1.34702 -2.15539 0.1 -0.1 -0.1
H -2.73890 -0.37416 -3.00739 0.0 0.0 0.0
H -4.02084 -2.13183 -4.11518 0.0 0.0 0.0
H -4.83400 -4.09566 -2.83532 0.0 0.0 0.0
H -4.29346 -4.27396 -0.42075 0.0 0.0 0.0
H -2.97008 -2.53494 0.68536 0.0 0.0 0.0
H -4.25244 -0.77731 1.26936 0.0 0.0 0.0
H -5.07882 0.00620 3.44470 0.0 0.0 0.0
H -3.76924 1.63691 4.76879 0.0 0.0 0.0
H -1.61149 2.48399 3.87796 0.0 0.0 0.0
H -0.76622 1.67340 1.70964 0.0 0.0 0.0
H -1.31110 4.40067 -1.43394 0.0 0.0 0.0
H 1.38070 4.90585 -1.46626 0.0 -0.1 0.0
H 3.47743 3.40647 -0.75899 0.0 0.1 0.0
H 3.37987 2.59273 -2.28190 0.0 0.0 -0.1
H 4.21378 -1.70499 -0.02416 0.0 0.0 0.0
H 3.62311 -3.72551 -1.29712 0.0 0.0 0.0
H 2.33711 -3.54447 -3.39603 0.0 0.0 0.0
H 1.60055 -1.31696 -4.19758 -0.1 0.0 0.1
H 2.13957 0.70779 -2.90306 -0.1 0.0 0.1
H 5.11157 2.04052 1.85336 0.0 0.0 0.0
H 4.44408 2.16610 4.22884 0.0 0.0 0.0
H 2.28300 1.19667 4.95847 0.0 0.0 0.0
H 0.78950 0.13099 3.28346 0.0 0.0 0.0
H 1.40542 0.11539 0.93775 0.0 0.2 0.3
Cl -0.26378 -2.54814 1.45555 0.0 -0.3 0.4
C 0.73518 -3.31518 0.03809 -0.1 0.2 -0.1
H 0.05673 -4.08679 -0.34107 -0.2 0.0 0.0
H 1.50225 -3.86397 0.59505 0.1 0.0 0.1
```
Forces are in eV/Å.

2S+1 = 1
LUMO energy = 2.16 eV
total charge = -1

no.,frontier orbital gap (Ha),F_max (eV Å⁻¹)
1,0.255,10.52
2,0.219,0.54